Entry from the Open Molecules 2025 dataset: C23H30ClIrO5 as an isolated structure (the ωB97M-V functional and the def2-TZVPD basis).

The geometry in XYZ format:
```
60
Properties=species:S:1:pos:R:3:forces:R:3:mulliken_spin:R:1
C -1.6840 1.8154 -1.6473 -0.32 1.53 -0.36 -0.02
C -0.4917 1.6872 -0.6750 -0.03 0.07 0.45 0.00
C -1.9832 0.4253 -2.2103 -0.14 -0.04 0.03 0.02
C -0.7378 -0.4651 -1.9936 0.52 -0.38 0.44 -0.01
H -2.2217 0.4887 -3.2786 -0.10 -0.02 0.39 0.00
H -2.8518 0.0200 -1.6786 0.32 -0.12 -0.14 0.00
C 0.3496 0.5443 -1.2124 -0.36 0.23 -1.10 0.04
H -0.8728 1.4879 0.3393 0.05 -0.02 -0.34 0.00
H 0.0770 2.6298 -0.6438 -0.17 -0.11 0.20 0.00
C 1.5559 0.0990 -0.3688 -0.31 -0.87 0.98 0.01
H 0.8388 0.9727 -2.1098 0.18 0.11 0.15 0.01
H -0.2309 -0.6219 -2.9647 -0.14 0.10 0.18 0.00
C -1.1301 -1.7712 -1.4740 -0.66 0.45 -0.65 0.00
C -2.8898 2.4842 -0.9964 0.66 -0.81 1.69 0.01
C -1.4708 2.8013 -2.8043 0.30 -1.30 -1.28 0.00
O -1.7500 2.5701 -3.9692 0.52 0.69 1.01 0.00
O -3.0753 2.5530 0.2071 -0.24 0.17 -1.26 0.00
O -3.7368 3.0108 -1.9045 -0.52 0.16 0.47 0.00
O -0.9855 3.9872 -2.4009 -0.06 0.37 -0.37 -0.01
C -0.9159 4.9516 -3.4584 0.04 -0.11 0.26 0.01
H -0.6431 5.8806 -2.9633 0.05 0.07 -0.11 0.00
H -1.8872 5.0419 -3.9557 0.20 -0.01 0.05 0.00
H -0.1559 4.6523 -4.1878 -0.17 0.11 0.07 0.00
C -4.8364 3.6955 -1.3038 0.00 0.03 -0.01 0.01
H -5.3934 3.0330 -0.6301 0.13 0.16 -0.18 0.00
H -5.4581 4.0228 -2.1346 -0.04 0.02 0.06 0.00
H -4.4687 4.5560 -0.7310 -0.15 -0.17 -0.08 0.00
O 1.3486 -0.6806 0.7964 -3.36 4.71 -6.95 0.15
H 2.0640 1.0076 -0.0068 0.14 0.58 -0.27 -0.01
H 2.2728 -0.3594 -1.0676 -0.10 -0.29 -0.09 0.00
C -0.2229 -2.9072 -1.7485 0.32 -0.23 0.66 -0.03
C -2.0283 -1.8236 -0.2757 0.41 -0.09 0.18 0.00
H -3.0697 -2.1501 -0.4903 0.02 0.05 0.32 0.00
H -2.0769 -0.8405 0.2265 -0.22 -0.11 0.05 0.00
H -1.6007 -2.5104 0.4785 -0.28 -0.01 -0.08 0.00
H -0.0277 -3.4533 -0.8093 -0.04 -0.13 -0.62 0.01
H 0.7643 -2.5368 -2.0650 0.05 -0.23 -0.18 0.00
H -0.5978 -3.6164 -2.5088 0.21 -0.27 -0.11 0.00
Ir 1.9993 -1.8816 2.0714 0.43 -3.93 3.87 2.06
C 4.0145 -3.2384 2.1371 0.48 -0.17 -0.74 0.20
C 3.7153 -2.7093 0.8290 2.05 0.43 -0.03 0.08
C 3.8096 -1.2838 0.9149 2.06 -0.26 -0.24 0.31
H 3.5313 -3.2609 -0.0896 0.01 0.09 0.41 -0.01
C 3.9279 -0.9233 2.2979 1.94 -0.23 -0.56 0.05
C 4.1244 -2.1561 3.0422 0.60 0.61 -0.35 0.24
H 4.3096 -2.2215 4.1092 -0.21 -0.04 -0.20 0.01
H 4.1331 -4.2921 2.3661 -0.36 0.23 0.07 0.05
H 3.8370 -0.5942 0.0813 -0.38 -0.17 0.25 -0.09
H 3.9511 0.1005 2.6623 0.13 -0.34 -0.02 -0.03
C 0.2154 -2.5058 3.7623 -0.17 0.63 0.77 0.22
C 1.3428 -2.1219 4.5305 -0.67 0.17 0.54 0.04
C 1.7258 -0.7934 4.1484 -1.25 0.24 0.57 0.23
H 1.8386 -2.7344 5.2794 -0.03 0.08 -0.25 0.01
C 0.8369 -0.3643 3.1017 -1.26 0.17 2.06 0.19
C -0.0824 -1.4487 2.8434 -0.46 1.06 1.37 0.12
H -0.9411 -1.3776 2.1845 0.44 -0.22 -0.07 -0.03
H -0.3415 -3.4366 3.8203 0.43 0.16 -0.10 0.04
H 2.5135 -0.1766 4.5724 -0.08 -0.32 -0.10 -0.03
H 0.7633 0.6380 2.6861 0.25 -0.48 -0.03 -0.03
Cl 0.9996 -3.8997 1.2702 -0.67 -1.98 -0.65 0.21
```
Positions in Å, forces in eV/Å.

Computed properties:
- molar mass (g/mol) = 614.16
- energy (eV) = -49926.203
- net charge = -2
- multiplicity = 5
- Kohn-Sham gap (spin up / spin down) (eV) = 1.8 / 1.8
- lowest unoccupied orbital energy (spin up / spin down) (eV) = 4.26 / 4.23